No. 1
Below is C25H40GaNO3P3 as an isolated structure at a distorted geometry, with properties calculated with ωB97M-V with the def2-TZVPD basis set.

XYZ file:
```
73
C25H40GaNO3P3, DFT ωB97M-V with the def2-TZVPD basis set
C -1.64102 2.70029 -3.82929
C -1.31708 1.50852 -3.18332
C 0.05561 1.15122 -3.05768
C 1.05631 2.02683 -3.50830
C 0.70338 3.23615 -4.11560
C -0.64059 3.55931 -4.29615
C 2.46084 1.65458 -3.14019
C 2.70451 0.18309 -3.26879
C 1.65169 -0.64628 -2.85545
C 1.83815 -2.05496 -2.77594
C 3.08007 -2.58313 -3.11803
C 4.12958 -1.75202 -3.52515
C 3.94506 -0.37149 -3.58932
H -2.69482 2.95446 -3.95320
H 1.49551 3.91598 -4.44222
H -0.92425 4.49083 -4.78744
H 3.19230 2.24154 -3.70618
H 3.22869 -3.66250 -3.05337
H 5.09124 -2.18843 -3.78332
H 4.76045 0.29465 -3.87431
N 0.46062 -0.03893 -2.45083
Ga -0.29024 -0.51133 -0.49213
C -2.41624 0.61775 -2.63035
H -2.36619 -0.38635 -3.07969
H -3.40007 1.05715 -2.85020
C 0.70233 -2.97949 -2.37882
H -0.15918 -2.85200 -3.05181
H 1.04215 -4.02485 -2.43527
P -2.33845 0.40252 -0.81275
P 0.05420 -2.75659 -0.67527
C 1.36061 -3.40970 0.40380
H 1.15098 -3.16388 1.45354
H 1.42272 -4.50263 0.29606
H 2.32690 -2.96836 0.12938
C -1.36036 -3.88671 -0.54696
H -1.01182 -4.93152 -0.59623
H -1.88166 -3.72817 0.40737
H -2.06488 -3.70623 -1.37172
C -2.57595 2.05978 -0.12423
H -3.51304 2.49325 -0.50321
H -2.61920 2.00424 0.97172
H -1.74501 2.71626 -0.40829
C -3.77994 -0.55927 -0.29620
H -3.75365 -0.68681 0.79593
H -4.70051 -0.02239 -0.57324
H -3.78035 -1.54972 -0.77210
H 2.56296 1.88567 -2.04389
H 0.75989 0.40925 0.93396
C -1.21735 -2.07874 4.41500
C -1.33574 -2.01185 2.91853
O -1.18148 -0.57736 2.45276
P 0.11657 0.29207 2.30406
O 1.25353 -0.21684 3.24886
C 1.89461 0.53689 4.43489
C 0.93941 0.56793 5.58608
O -0.37764 1.71571 2.74061
C 0.29537 3.03841 2.55150
C -0.56106 4.02471 3.29906
H -0.17585 -1.95491 4.72708
H -1.54929 -3.06454 4.75927
H -1.83920 -1.31715 4.90170
H -0.57859 -2.61841 2.40141
H -2.32929 -2.29833 2.55949
H 2.78700 -0.05884 4.63566
H 2.17946 1.53195 4.07069
H 0.74296 -0.44298 5.94939
H 1.37900 1.14151 6.40623
H -0.00895 1.04626 5.31235
H 1.31620 2.98404 2.95310
H 0.32218 3.25107 1.47569
H -0.69624 3.73917 4.34844
H -0.08818 5.00907 3.27614
H -1.54969 4.12155 2.83668
```

Computed properties:
Net charge: +1
Energy above the lowest of the compared OMol25 structures with the same formula, charge and spin in kcal/mol: 0.0
Multiplicity: 1
Frontier orbital gap in hartree: 0.207

***

No. 2
Below is C25H40HfN2O3PS2SiTe as an isolated structure, with properties calculated with ωB97M-V with the def2-TZVPD basis set.

XYZ file:
```
76
C25H40HfN2O3PS2SiTe, DFT ωB97M-V with the def2-TZVPD basis set
Hf -0.58840 -0.15607 0.57945
C -0.10951 3.80709 -0.43192
C -1.00638 2.85495 0.30459
C -2.15810 2.32891 -0.31068
C -2.43722 2.65387 -1.75025
C -3.04627 1.53247 0.42698
C -4.40591 1.24870 -0.16516
C -2.75751 1.19372 1.77707
C -3.76935 0.39787 2.56572
C -1.59444 1.70861 2.38412
C -1.32980 1.58128 3.86270
C -0.70307 2.51254 1.62668
C 0.54227 3.06127 2.26956
H 0.78619 3.30232 -0.80224
H 0.21504 4.61021 0.22780
H -0.60809 4.26072 -1.28195
H -3.13640 1.95675 -2.20237
H -1.51848 2.62034 -2.33197
H -2.86206 3.65647 -1.84622
H -4.35605 0.82920 -1.16826
H -4.94378 2.19648 -0.24723
H -5.01166 0.59332 0.44954
H -4.11255 -0.47395 2.00931
H -4.64464 1.01260 2.78715
H -3.36863 0.02883 3.50219
H -2.08141 1.00381 4.38608
H -1.31373 2.58355 4.29751
H -0.36642 1.12068 4.07368
H 0.90032 2.41501 3.06529
H 0.34383 4.04593 2.70215
H 1.34522 3.17084 1.54398
C 0.78142 -5.72165 -1.05085
Si -0.10113 -4.85103 -2.45770
C -1.07188 -6.10223 -3.46144
C 1.08547 -3.91625 -3.56377
C -1.37627 -3.62344 -1.74541
C -2.72743 -3.76644 -2.00315
C -3.67850 -2.88110 -1.48178
C -3.24043 -1.83389 -0.71987
N -1.93130 -1.64044 -0.46351
C -1.01854 -2.52901 -0.93622
S 0.59440 -2.19067 -0.40101
H 1.38620 -6.54086 -1.44645
H 0.06814 -6.14904 -0.34278
H 1.44271 -5.04908 -0.50431
H -0.37887 -6.82284 -3.90112
H -1.62004 -5.64151 -4.28572
H -1.77970 -6.66695 -2.85105
H 1.81430 -4.60578 -3.99586
H 1.63414 -3.14454 -3.02300
H 0.55531 -3.43684 -4.38920
H -3.06916 -4.58929 -2.61946
H -4.73416 -3.01297 -1.66868
H -3.92644 -1.12559 -0.28254
C 2.91609 1.00701 5.65416
C 2.91099 0.26309 4.34520
O 1.60720 -0.38798 4.21457
P 1.17436 -1.05379 2.85307
O 1.08398 0.05933 1.77475
Te -0.98148 -2.00373 2.99205
O 2.34597 -1.99134 2.38743
C 2.37389 -3.43264 2.60260
C 2.63295 -3.76746 4.05035
H 3.88120 1.49547 5.78960
H 2.75495 0.32401 6.48679
H 2.13884 1.77086 5.67218
H 3.67347 -0.51392 4.30830
H 3.04677 0.93190 3.49340
H 3.17367 -3.77626 1.95142
H 1.42776 -3.84083 2.24410
H 3.57075 -3.32888 4.39084
H 2.70304 -4.84997 4.16209
H 1.82289 -3.41659 4.69207
S 2.35204 1.22469 -2.70501
C 1.06979 0.93338 -1.84399
N 0.09190 0.73097 -1.18581
```

Computed properties:
Net charge: +1
Energy above the lowest of the compared OMol25 structures with the same formula, charge and spin in kcal/mol: 4.5
Multiplicity: 1
Frontier orbital gap in hartree: 0.277